This record from the OMol25 dataset describes a 13-piece molecular cluster, C16H58N10O13 overall in a non-equilibrium geometry. The level of theory is wB97M-V/def2-TZVPD.

HOMO energy ... -8.1 eV
Orbital gap ... 7.9 eV
Relative energy (zero: lowest compared OMol25 entry of this formula, charge and spin) ... 9.2581 eV
LUMO ... -0.195 eV

Each line ends with the Mulliken charge.
Positions of all 97 atoms, in Å:
C 1.862 -1.043 13.442  -0.422
C 1.856 -2.511 13.090  -0.812
O 1.207 -3.195 14.120  -0.552
H 2.279 -0.793 14.373  0.064
H 0.824 -0.705 13.521  0.329
H 2.356 -0.446 12.683  0.209
H 2.769 -2.954 12.902  0.429
H 1.289 -2.476 12.199  0.380
H 0.283 -3.330 13.796  0.322
C 1.471 1.767 9.196  -0.615
C 0.657 2.936 8.581  0.143
O -0.601 3.107 9.286  -0.545
H 2.365 1.616 8.594  0.179
H 1.055 0.749 9.112  0.398
H 1.748 1.835 10.208  -0.013
H 0.439 2.815 7.482  0.444
H 1.084 3.925 8.709  -0.150
H -1.172 3.608 8.717  0.282
C 3.579 3.765 11.009  0.503
C 3.961 3.226 12.367  2.206
O 3.719 4.204 13.376  -0.036
H 3.740 2.983 10.293  0.157
H 4.164 4.589 10.500  -0.983
H 2.508 4.017 10.845  0.203
H 5.050 2.906 12.445  -1.004
H 3.385 2.326 12.682  -0.385
H 4.546 4.663 13.572  -0.226
C 2.959 4.046 17.756  0.599
O 3.252 3.055 18.635  -0.784
N 2.429 5.164 18.096  -0.313
N 2.848 3.877 16.462  0.008
H 2.520 5.387 19.110  0.242
H 2.169 5.905 17.447  0.376
H 3.191 2.981 16.064  -0.065
H 2.638 4.686 15.966  0.162
C 6.169 2.719 8.742  0.606
O 7.394 2.456 9.295  -0.820
N 5.115 1.968 8.663  -0.339
N 6.020 3.835 8.142  -0.303
H 4.871 1.047 9.223  0.297
H 4.410 2.361 8.012  0.194
H 6.782 4.470 7.887  0.257
H 5.037 4.207 8.035  0.066
C 7.171 3.629 14.347  0.259
O 5.986 3.970 14.987  -0.596
N 7.454 3.963 13.176  -0.217
N 7.961 2.727 14.910  -0.479
H 6.959 4.567 12.599  0.290
H 8.241 3.470 12.673  0.414
H 7.570 2.464 15.881  0.279
H 8.809 2.168 14.457  0.350
C 2.319 6.967 12.265  0.197
O 3.595 7.120 12.617  -0.823
N 1.466 7.933 11.978  -0.394
N 1.749 5.842 12.340  0.143
H 1.896 8.845 12.156  0.334
H 0.928 7.959 11.154  0.236
H 2.406 5.069 12.691  -0.115
H 0.794 5.662 11.970  0.213
C 7.163 0.221 12.110  0.619
O 7.225 -0.848 11.236  -0.767
N 7.167 1.461 11.746  0.086
N 7.303 0.174 13.414  -0.249
H 7.116 1.656 10.736  -0.136
H 7.117 2.273 12.329  -0.317
H 7.293 -0.746 13.786  0.220
H 7.335 0.994 13.973  0.197
C 0.574 2.706 13.066  0.254
O -0.715 3.268 13.370  -0.606
H 0.630 1.710 13.376  0.147
H 1.362 3.183 13.638  -0.160
H 0.852 2.699 11.970  0.058
H -0.867 3.094 14.305  0.352
C 2.529 6.456 8.759  -0.329
O 2.966 6.543 7.428  -0.546
H 1.494 6.514 8.947  0.418
H 2.917 7.255 9.441  0.318
H 2.849 5.464 9.193  -0.259
H 2.914 7.448 7.087  0.312
C 4.554 0.805 15.055  -0.765
O 3.233 1.320 15.320  -0.661
H 4.507 -0.230 14.849  0.512
H 5.186 1.092 15.766  0.589
H 5.019 1.298 14.235  -0.111
H 2.881 0.502 15.639  0.260
C 2.907 7.497 15.529  -0.474
O 1.803 7.179 16.310  -0.629
H 3.712 7.857 16.120  0.419
H 2.699 8.142 14.691  0.420
H 3.419 6.723 15.027  -0.089
H 1.096 6.920 15.641  0.307
C 6.338 6.086 10.693  -0.588
O 5.850 5.868 11.959  -0.459
H 5.615 5.906 9.854  -0.052
H 7.032 5.310 10.439  0.332
H 6.893 7.047 10.584  0.325
H 5.262 6.575 12.027  0.273

=====

This record from the OMol25 dataset describes a 11-piece molecular cluster, C16H58N4O11 overall in a non-equilibrium geometry. The level of theory is wB97M-V/def2-TZVPD.

HOMO energy ... -8.8 eV
Orbital gap ... 8.3 eV
Relative energy (zero: lowest compared OMol25 entry of this formula, charge and spin) ... 2.9872 eV
LUMO ... -0.497 eV

Each line ends with the Mulliken charge.
Positions of all 89 atoms, in Å:
C 14.841 -3.445 -13.407  -0.816
O 13.417 -3.236 -13.487  -0.319
C 12.846 -2.102 -12.707  -0.948
C 11.298 -2.033 -12.993  0.693
C 10.848 -0.623 -12.382  -1.420
N 10.555 -3.121 -12.365  -0.642
H 15.088 -4.272 -14.072  0.279
H 15.234 -3.838 -12.470  0.319
H 15.507 -2.608 -13.613  0.307
H 12.998 -2.257 -11.639  0.368
H 13.333 -1.175 -13.012  0.401
H 11.027 -2.228 -14.031  0.424
H 11.314 0.125 -13.023  0.505
H 11.339 -0.354 -11.447  0.468
H 9.786 -0.435 -12.226  0.122
H 9.583 -2.876 -12.489  0.074
H 10.676 -3.969 -12.901  0.293
C 7.881 -7.957 -10.631  -0.750
O 7.169 -7.037 -11.460  -0.342
C 7.929 -5.873 -11.897  -0.519
C 6.854 -4.866 -12.497  0.479
C 6.274 -5.403 -13.848  -1.605
N 7.462 -3.512 -12.691  -0.368
H 8.159 -7.468 -9.696  0.228
H 8.753 -8.335 -11.164  0.322
H 7.212 -8.813 -10.547  0.270
H 8.468 -5.439 -11.055  0.331
H 8.756 -5.997 -12.596  0.457
H 6.040 -4.717 -11.787  0.268
H 7.041 -5.843 -14.485  0.311
H 5.764 -4.595 -14.373  0.442
H 5.590 -6.215 -13.601  0.393
H 7.438 -3.218 -11.726  -0.079
H 6.838 -2.873 -13.163  0.144
C 6.762 2.261 -9.657  0.115
O 7.236 3.501 -9.038  -0.339
C 6.779 3.640 -7.707  -0.483
C 7.463 4.835 -7.008  0.264
C 6.897 5.140 -5.620  -1.475
N 7.384 6.148 -7.674  -0.714
H 7.381 1.996 -10.515  -0.465
H 5.853 2.526 -10.197  0.340
H 6.814 1.453 -8.927  0.187
H 5.699 3.784 -7.656  0.275
H 7.116 2.817 -7.078  0.266
H 8.530 4.623 -6.948  0.342
H 5.851 5.429 -5.522  0.357
H 7.402 6.041 -5.271  0.404
H 7.102 4.367 -4.878  0.374
H 6.414 6.273 -7.923  0.258
H 7.877 6.188 -8.555  0.281
C 9.000 -0.539 -15.601  -0.887
O 8.102 0.388 -14.901  0.025
C 8.281 1.749 -15.193  -1.196
C 7.234 2.620 -14.392  0.502
C 7.101 2.266 -12.934  -1.433
N 5.899 2.504 -14.938  -0.789
H 8.647 -1.537 -15.344  0.192
H 10.078 -0.434 -15.473  0.313
H 8.818 -0.378 -16.664  0.426
H 9.328 1.931 -14.950  0.479
H 8.167 1.804 -16.276  0.447
H 7.536 3.667 -14.356  0.413
H 8.121 2.352 -12.559  0.405
H 6.677 1.272 -12.794  0.274
H 6.488 3.054 -12.495  0.385
H 5.962 1.848 -15.703  0.307
H 5.294 1.973 -14.329  0.275
O 9.606 0.114 -9.551  -0.518
H 9.354 0.361 -8.661  0.201
H 9.783 0.946 -9.990  0.248
O 7.252 -1.150 -10.768  0.161
H 7.603 -0.331 -11.117  -0.015
H 7.487 -1.136 -9.841  0.011
O 6.523 -1.365 -7.666  -0.532
H 6.355 -2.040 -7.009  0.257
H 7.305 -0.913 -7.350  0.234
O 5.842 -1.318 -13.946  -0.710
H 6.624 -0.781 -13.821  0.156
H 5.274 -1.091 -13.209  0.368
O 4.493 -2.369 -9.151  -0.617
H 5.177 -1.699 -9.126  0.299
H 4.098 -2.339 -8.279  0.274
O 10.491 -2.617 -9.542  -0.698
H 9.842 -1.921 -9.439  0.250
H 10.510 -2.789 -10.483  0.416
O 7.333 -4.569 -8.964  -0.583
H 6.706 -3.935 -9.312  0.257
H 8.048 -4.034 -8.619  0.328